Entry 1:
Computed, not measured: a molecular structure, C31H55O6PbSi at a distorted geometry, with ωB97M-V with the def2-TZVPD basis set.

Structure (ORCA input):
```
! wB97M-V def2-TZVPD RIJCOSX def2/J DEFGRID3
* xyz -1 1
O 5.4920 -4.2999 -0.6653
C 6.1555 -4.8738 0.4843
C 7.1489 -5.6343 -0.3734
H 5.4742 -5.5073 1.0545
H 6.5990 -4.0993 1.1095
C 6.2979 -5.1074 -1.5554
H 7.1563 -6.7105 -0.2301
H 8.1407 -5.1911 -0.3407
C 5.4925 -6.1574 -2.3016
H 4.8485 -6.7400 -1.6305
H 6.1936 -6.8421 -2.7999
H 4.8822 -5.6798 -3.0802
C 6.9943 -4.1850 -2.5218
H 7.3948 -3.3094 -1.9945
H 6.2809 -3.8751 -3.3013
H 7.8109 -4.7438 -2.9957
Pb 0.4763 0.0933 -0.0794
C 0.7185 2.7555 -1.3872
C 0.8203 3.1115 -0.0115
C 2.0583 2.6075 0.4869
H 0.1090 3.7284 0.5271
C 2.7046 1.8984 -0.5730
C 1.8772 1.9987 -1.7364
H 2.1174 1.6330 -2.7302
H -0.0648 3.0854 -2.0676
H 2.4667 2.7966 1.4793
H 3.6846 1.4268 -0.5300
C -1.8596 -0.2653 -2.4283
C -0.6604 0.1947 -3.0383
C 0.3258 -0.8241 -2.9008
H -0.5455 1.1311 -3.5857
C -0.2747 -1.9243 -2.2062
C -1.6261 -1.5752 -1.9219
H -2.3821 -2.2173 -1.4636
H -2.8132 0.2601 -2.4150
H 1.3350 -0.7981 -3.3172
H 0.2035 -2.8826 -1.9906
O 3.1804 -3.9166 -0.1527
C 3.4705 -2.6870 -0.8799
C 4.2286 -1.6998 0.0397
H 2.4942 -2.2399 -1.1949
H 4.0540 -2.9070 -1.7802
C 4.1821 -2.3550 1.4273
H 3.6861 -0.7453 0.0643
H 5.2601 -1.4843 -0.2686
C 3.1122 -3.4502 1.2121
H 3.9651 -1.6431 2.2302
H 5.1541 -2.7902 1.6855
H 2.1237 -2.9757 1.3512
H 3.1808 -4.2873 1.9095
C -3.3736 3.4600 -2.2714
C -3.2002 3.9971 -0.8551
C -2.4700 5.3328 -0.8934
C -4.5630 4.1566 -0.1958
O -2.3514 3.0967 -0.1035
Si -2.7032 1.7314 0.7410
O -1.3828 0.8371 0.8453
O -3.3225 2.1751 2.2056
C -2.6765 2.7980 3.3461
C -1.5152 1.9345 3.8281
C -2.1827 4.1886 2.9562
C -3.7257 2.8872 4.4468
O -3.9478 0.9783 -0.0404
C -4.8681 0.0008 0.5301
C -4.1298 -0.9585 1.4586
C -5.9713 0.7268 1.2889
C -5.4825 -0.7662 -0.6308
H -3.9316 4.1910 -2.8751
H -3.9328 2.5157 -2.2684
H -2.3981 3.2948 -2.7455
H -3.0523 6.0532 -1.4823
H -2.3380 5.7369 0.1180
H -1.4814 5.2187 -1.3534
H -5.1623 4.8854 -0.7607
H -5.1092 3.2061 -0.1858
H -4.4670 4.5281 0.8306
H -1.8926 0.9655 4.1741
H -0.7788 1.7553 3.0359
H -1.0136 2.4226 4.6757
H -3.0121 4.7976 2.5708
H -1.7659 4.7042 3.8360
H -1.3955 4.1397 2.1893
H -4.5920 3.4756 4.1303
H -4.0716 1.8853 4.7232
H -3.2983 3.3582 5.3387
H -3.7770 -0.4388 2.3583
H -4.8098 -1.7576 1.7838
H -3.2769 -1.4219 0.9493
H -6.5171 1.4066 0.6229
H -6.6805 -0.0114 1.6878
H -5.5644 1.3060 2.1252
H -6.0719 -0.0959 -1.2675
H -4.7160 -1.2517 -1.2438
H -6.1516 -1.5417 -0.2355
*
```

Output
Total energy in Ha: -2148.160067
LUMO in eV: 2.3
Energy above the lowest of the compared OMol25 structures with the same formula, charge and spin in eV: 0.023
E_HOMO in eV: -3.85
HOMO-LUMO gap in eV: 6.108

Löwdin population analysis, charges in e, atoms 1 to 8:
1 O -0.131
2 C -0.159
3 C -0.068
4 H 0.123
5 H 0.106
6 C -0.570
7 H 0.108
8 H 0.109

---

Entry 2:
Computed, not measured: 12 unconnected molecules or ions with the total composition C31H56BN11O8P3 at a distorted geometry, with ωB97M-V with the def2-TZVPD basis set.

Structure (ORCA input):
```
! wB97M-V def2-TZVPD RIJCOSX def2/J DEFGRID3
* xyz -1 1
C 5.4198 -3.2725 0.7741
C 5.4437 -2.1446 -0.2400
O 4.4341 -1.1985 0.1503
P 4.4887 0.1598 -0.7239
O 4.2133 -0.1941 -2.1285
C 3.2182 1.2531 -0.0452
C 2.0613 1.4662 -1.0167
C 0.8468 2.0257 -0.2440
B -0.2718 0.8721 0.1232
C -0.9198 1.2410 1.6412
C -1.3374 -0.0070 2.2919
O -0.5802 -0.7537 2.9010
O -2.6547 -0.3318 2.1771
P -1.6891 0.9159 -1.2513
P -2.8476 -0.9112 -1.1725
O -2.1383 -2.0727 -0.5880
O -3.2990 -1.2753 -2.6869
O -4.2683 -0.6709 -0.4805
O 5.9697 0.8040 -0.6830
C 6.2871 1.7168 0.3875
C 5.9351 1.2366 1.7977
H 4.3902 -3.5363 0.9938
H 5.9002 -2.9698 1.6992
H 5.9214 -4.1500 0.3770
H 5.2091 -2.5327 -1.2254
H 6.4385 -1.7053 -0.2382
H 2.8008 0.7406 0.8239
H 3.6363 2.1845 0.3287
H 2.3339 2.1242 -1.8359
H 1.7903 0.4887 -1.3965
H 1.1500 2.5834 0.6427
H 0.3774 2.7502 -0.9169
H 0.2237 -0.2311 0.1913
H -1.7609 1.9207 1.5180
H -0.1838 1.7130 2.2869
H -2.6858 -1.2966 2.1974
H -2.6174 1.9033 -0.8614
H -2.5712 -1.0718 -3.2823
H -4.4834 -1.4441 0.0644
H 7.3642 1.8466 0.3446
H 5.8683 2.6983 0.1826
H 5.6977 0.1806 1.8443
H 5.1292 1.8434 2.1968
H 6.8008 1.4133 2.4289
C 6.6528 1.2210 -3.9474
C 6.3140 2.0970 -5.0601
N 6.0468 2.7910 -5.9344
H 5.7765 1.0414 -3.3252
H 7.0156 0.2690 -4.3287
H 7.4300 1.6828 -3.3417
C -5.0441 -1.9423 4.4833
C -5.1107 -2.1698 3.0489
N -5.1059 -2.3079 1.9107
H -5.5703 -2.7365 5.0097
H -4.0036 -1.9371 4.7976
H -5.4956 -0.9846 4.7330
C -3.7239 -5.6836 2.0794
C -3.7125 -5.9779 3.5068
N -3.7171 -6.2114 4.6310
H -2.7068 -5.5727 1.7118
H -4.2074 -6.4957 1.5399
H -4.2729 -4.7599 1.9022
C -6.5340 0.8277 -4.0972
C -5.2161 1.2155 -3.6109
N -4.1764 1.5206 -3.2326
H -7.2363 0.7880 -3.2673
H -6.8836 1.5509 -4.8258
H -6.4824 -0.1513 -4.5639
C 5.8996 3.9644 -8.9995
C 5.8667 3.1093 -10.1798
N 5.8407 2.4388 -11.1112
H 6.8884 4.4058 -8.8948
H 5.1634 4.7592 -9.1032
H 5.6763 3.3853 -8.1053
C -5.8786 -1.8942 8.4779
C -6.2232 -0.7443 7.6502
N -6.5157 0.1636 7.0123
H -6.7039 -2.1156 9.1542
H -5.6845 -2.7566 7.8479
H -4.9901 -1.6740 9.0576
C -4.4869 5.1248 -2.9895
C -4.8144 6.1236 -4.0003
N -5.0724 6.9076 -4.7982
H -5.3385 4.9765 -2.3292
H -4.2402 4.1768 -3.4654
H -3.6345 5.4574 -2.4016
C 8.6972 3.2535 5.3301
C 8.7964 2.7207 3.9776
N 8.8744 2.2991 2.9136
H 8.1699 2.5455 5.9657
H 9.6935 3.4233 5.7323
H 8.1519 4.1946 5.3149
C -1.0569 -2.4563 8.6098
C -2.2857 -2.2072 7.8693
N -3.2410 -2.0096 7.2663
H -0.2085 -2.4138 7.9304
H -0.9343 -1.7019 9.3841
H -1.0984 -3.4412 9.0699
C -0.2776 -4.6857 -0.7237
C -0.2154 -5.7612 0.2638
N -0.1755 -6.6018 1.0472
H -0.4370 -3.7288 -0.2272
H 0.6550 -4.6473 -1.2822
H -1.1004 -4.8640 -1.4120
C -8.0740 1.5713 -8.5858
C -8.2683 0.8098 -7.3583
N -8.4209 0.2157 -6.3888
H -8.0536 2.6351 -8.3592
H -7.1317 1.2872 -9.0489
H -8.8887 1.3681 -9.2774
*
```

Output
Total energy in Ha: -3468.161628
LUMO in eV: 1.6
E_HOMO in eV: -4.68
HOMO-LUMO gap in eV: 6.309

Löwdin population analysis, charges in e, atoms 1 to 8:
1 C -0.073
2 C -0.288
3 O -0.211
4 P 0.528
5 O -0.274
6 C -0.215
7 C -0.267
8 C -0.244

---

Entry 3:
Computed, not measured: a molecular structure, C31H56Br2F3IN3O8S2 at a distorted geometry, with ωB97M-V with the def2-TZVPD basis set.

Structure (ORCA input):
```
! wB97M-V def2-TZVPD RIJCOSX def2/J DEFGRID3
* xyz 1 1
C 3.0720 -0.1707 3.9170
C 2.3963 0.7080 3.0583
N 2.2393 0.4774 1.6007
C 3.4823 0.5455 0.7690
C 4.4782 -0.6828 0.9303
C 5.5244 -0.5804 -0.3044
C 7.0585 -0.4483 0.2017
C 7.6111 1.0580 0.0139
C 6.8879 2.0734 1.0436
C 7.8516 3.2516 1.5372
C 1.0496 0.2341 1.0952
N -0.2558 0.1674 1.7183
I -0.8626 1.9044 2.7420
C -1.3522 0.0937 0.6552
C -0.5038 0.4231 -0.6502
C -1.1149 0.1653 -2.0904
C -1.2439 1.4865 -2.9898
C -2.8070 1.7045 -3.2598
C -3.4710 1.9888 -1.8097
C -4.7252 2.9725 -1.9437
C -6.0473 2.0560 -1.9018
C -7.2658 3.0222 -1.4764
C -7.6408 2.6634 0.0383
C -9.1761 3.0790 0.2740
C -9.4299 2.9938 1.8673
C -10.4822 1.8051 2.1007
N 0.8573 -0.0345 -0.3103
C 1.3615 -1.3081 -0.8633
C 0.3468 -2.5283 -0.8368
C 0.8216 -3.7647 0.0255
F 1.9825 -4.3531 -0.5134
Br 1.0297 -3.3657 1.9570
C -0.3170 -4.9006 -0.0820
F -0.0089 -5.9757 0.7778
F -1.5684 -4.4386 0.3234
Br -0.4654 -5.6816 -1.8936
H 2.9679 -1.2778 3.6751
H 3.6859 0.1665 4.7941
H 1.9870 1.6638 3.5023
H 4.0515 1.4771 1.1031
H 3.2858 0.6876 -0.3348
H 5.0851 -0.5400 1.8678
H 3.9785 -1.6927 1.0056
H 5.3306 0.3897 -0.8802
H 5.3819 -1.4151 -1.0524
H 7.1625 -0.8139 1.2630
H 7.6603 -1.0842 -0.5322
H 7.4376 1.4429 -1.0365
H 8.7290 1.1137 0.2043
H 6.6143 1.4669 1.9564
H 5.9680 2.5627 0.5889
H 8.7201 3.4567 0.8428
H 7.2813 4.2226 1.6450
H 8.2787 2.9960 2.5636
H -2.0566 0.9765 0.7401
H -2.0135 -0.8295 0.6732
H -0.4087 1.5631 -0.5824
H -0.4894 -0.5666 -2.7079
H -2.1148 -0.3684 -1.9495
H -0.6341 1.3686 -3.9414
H -0.8530 2.4102 -2.4685
H -3.1965 0.7348 -3.6960
H -2.9798 2.5764 -3.9672
H -3.8077 0.9586 -1.4450
H -2.6729 2.3367 -1.0817
H -4.6396 3.5252 -2.9337
H -4.6692 3.6803 -1.0501
H -5.9214 1.2355 -1.1222
H -6.1936 1.5588 -2.9079
H -8.1256 2.8547 -2.1976
H -6.8833 4.0920 -1.4935
H -6.9459 3.1388 0.7947
H -7.5952 1.5407 0.2160
H -9.8008 2.2765 -0.2395
H -9.3612 4.1150 -0.1372
H -8.4734 2.6813 2.3790
H -9.7696 3.9815 2.2931
H -9.9381 0.8304 1.8593
H -11.3151 1.8950 1.3279
H -10.8735 1.8370 3.1577
H 1.7944 -1.1452 -1.8990
H 2.2531 -1.6133 -0.2160
H -0.7065 -2.2845 -0.5191
H 0.2653 -2.9087 -1.9115
C 6.7194 -2.8016 5.1664
C 8.1876 -2.5807 4.8458
O 8.2285 -1.3319 4.1502
S 7.0566 -0.3697 4.7170
O 7.6266 0.5092 5.6877
O 6.2747 0.0947 3.6092
O 6.2090 -1.5075 5.4989
H 6.1748 -3.1689 4.2922
H 6.5776 -3.4917 5.9973
H 8.6033 -3.3774 4.2307
H 8.7811 -2.4792 5.7583
C -3.4908 -3.9382 -5.7110
C -2.4089 -3.7329 -4.6642
O -2.2363 -2.3157 -4.5854
S -3.6579 -1.5923 -4.8794
O -4.2674 -1.2744 -3.6231
O -3.4669 -0.6258 -5.9132
O -4.4234 -2.8755 -5.5009
H -3.0865 -3.8421 -6.7220
H -3.9851 -4.9038 -5.6093
H -1.4723 -4.2199 -4.9326
H -2.7358 -4.0892 -3.6830
*
```

Output
Total energy in Ha: -8522.164378
LUMO in eV: -3.9
E_HOMO in eV: -11.27
HOMO-LUMO gap in eV: 7.359

Löwdin population analysis, charges in e, atoms 1 to 8:
1 C 0.075
2 C -0.145
3 N 0.002
4 C -0.113
5 C -0.158
6 C -0.166
7 C -0.181
8 C -0.192

---

Entry 4:
Computed, not measured: a molecular structure, C31H56BrN4OP3Pt at a distorted geometry, with ωB97M-V with the def2-TZVPD basis set.

Structure (ORCA input):
```
! wB97M-V def2-TZVPD RIJCOSX def2/J DEFGRID3
* xyz 2 3
C -0.6558 -5.2133 3.0937
C -0.0880 -4.8621 1.8569
C -0.5195 -5.5563 0.7001
C -1.3879 -6.6423 0.8650
N -1.8552 -7.0056 2.0581
C -1.4891 -6.3351 3.1507
C 0.9537 -3.8828 1.8475
C 1.7377 -2.9628 1.6365
C 2.4765 -1.8697 1.0909
C 1.8463 -0.5818 0.6856
C 2.5530 0.2740 -0.3002
C 3.7613 -0.2822 -0.7829
C 4.5134 -1.1346 -0.0007
C 3.8548 -1.9631 0.9378
Pt 0.6559 -0.2888 -0.9721
P -1.5660 -0.8993 -0.3229
H -0.1805 -5.2559 -0.2890
H -0.4399 -4.6222 3.9767
H -1.7318 -7.2027 -0.0066
H -1.8932 -6.6517 4.1079
H 4.4475 -2.7114 1.4696
H 1.5112 0.0494 1.5193
H 5.5829 -1.1613 -0.1508
H 2.3292 1.3380 -0.3657
C -2.5515 0.6268 -0.6874
C -4.0517 0.4462 -0.9175
H -2.0969 1.0903 -1.5814
H -2.3578 1.3324 0.1418
H -4.4790 1.4152 -1.2131
H -4.2683 -0.2679 -1.7226
H -4.5814 0.1203 -0.0136
C -2.1867 -2.3412 -1.2498
C -3.2729 -3.2401 -0.6747
H -1.2886 -2.9493 -1.4111
H -2.4867 -1.9778 -2.2386
H -3.5586 -3.9927 -1.4151
H -2.9401 -3.7937 0.2058
H -4.1882 -2.7092 -0.4113
C -1.9037 -1.3137 1.4371
C -3.3428 -1.3217 1.9491
H -1.3436 -0.5930 2.0426
H -1.4239 -2.2875 1.6126
H -3.3335 -1.5221 3.0290
H -3.8420 -0.3574 1.8140
H -3.9667 -2.0936 1.4901
Br 4.4070 0.5462 -2.4162
P 0.4020 0.1108 -3.2194
C -1.1399 -0.2689 -4.0790
C -1.2806 0.5148 -5.3810
H -1.9747 -0.0571 -3.3909
H -1.1357 -1.3554 -4.2643
H -2.2754 0.3249 -5.7976
H -1.1854 1.5945 -5.2290
H -0.5419 0.2064 -6.1301
C 0.6745 1.9156 -3.2269
C 1.8056 2.3399 -4.1512
H 0.8834 2.2264 -2.1864
H -0.2788 2.3890 -3.5111
H 2.0322 3.4005 -3.9833
H 2.7280 1.7821 -3.9431
H 1.5466 2.2154 -5.2095
C 1.7321 -0.9495 -3.8390
C 1.7103 -1.2837 -5.3185
H 1.7040 -1.8730 -3.2355
H 2.6874 -0.4572 -3.5692
H 2.5605 -1.9381 -5.5392
H 0.8030 -1.8184 -5.6105
H 1.8128 -0.3936 -5.9446
C 2.1872 4.8542 0.8098
N 2.0633 3.8171 1.8394
C 3.3576 3.1827 2.1551
P 0.6560 2.9026 1.9425
O 0.2803 2.1844 0.6868
N 1.0250 1.8666 3.2318
C 0.5502 0.4960 3.2962
C 1.1769 2.4180 4.5748
N -0.5731 3.9128 2.5082
C -0.9347 5.1125 1.7424
C -1.7646 3.2339 3.0402
H 3.2395 5.1661 0.7716
H 1.5930 5.7413 1.0663
H 1.8905 4.5059 -0.1978
H 3.8688 3.7892 2.9209
H 3.2108 2.1586 2.5347
H 4.0016 3.1658 1.2588
H -0.0797 0.2572 2.4255
H 1.4102 -0.1922 3.3671
H -0.0427 0.3176 4.2015
H 2.0499 1.9263 5.0355
H 1.3288 3.5024 4.5805
H 0.2982 2.1612 5.1869
H -1.1451 4.8765 0.6865
H -1.8473 5.5224 2.1881
H -0.1560 5.8775 1.8114
H -2.0925 2.4029 2.3925
H -1.6015 2.8590 4.0553
H -2.5796 3.9632 3.0720
*
```

Output
Total energy in Ha: -5225.840698
LUMO (spin up / spin down) in eV: -6.1 / -8.9
Energy above the lowest of the compared OMol25 structures with the same formula, charge and spin in eV: 0.688
E_HOMO (spin up / spin down) in eV: -13.20 / -13.34
HOMO-LUMO gap (spin up / spin down) in eV: 7.080 / 4.424
Expectation value of S²: 2.029

Löwdin population analysis, charges in e, atoms 1 to 8:
1 C -0.006
2 C -0.244
3 C -0.016
4 C -0.123
5 N 0.078
6 C -0.106
7 C 0.076
8 C 0.072